Record 1
104
Properties=species:S:1:pos:R:3:lowdin_charge:R:1 method="wB97M-V/def2-TZVPD" total_charge=+2 lumo_energy_ev=-6.2 total_energy_ev=-99438.1165 e_homo_ev=-12.9085 largest_force_ev_per_a=0.807 gap_ev=6.71
Al -1.30 0.48 0.96 0.05
Cl -4.81 2.40 3.63 0.76
C -3.68 1.19 4.09 -0.57
C -3.71 0.69 5.41 -0.09
C -2.82 -0.27 5.81 -0.60
Cl -2.88 -0.88 7.43 0.76
C -1.85 -0.78 4.91 -0.15
C -0.90 -1.77 5.21 0.03
C -0.02 -2.18 4.24 0.00
C -0.08 -1.60 2.97 -0.11
N -0.96 -0.67 2.64 0.10
C -1.85 -0.26 3.60 -0.12
C -2.76 0.74 3.17 -0.32
O -2.67 1.14 1.92 -0.03
H -4.44 1.07 6.10 0.12
H -0.87 -2.20 6.20 0.11
H 0.73 -2.93 4.44 0.12
H 0.61 -1.91 2.19 0.08
O -4.25 -3.16 -4.23 0.11
N -4.69 -2.03 -4.20 -0.34
O -5.46 -1.55 -4.99 0.13
C -4.10 -1.12 -3.20 -0.05
C -4.11 0.20 -3.49 0.10
C -3.50 1.14 -2.60 -0.09
C -3.61 2.53 -2.74 0.05
C -3.05 3.34 -1.78 0.00
C -2.33 2.76 -0.73 -0.05
N -2.17 1.45 -0.61 0.11
C -2.80 0.65 -1.49 -0.11
C -2.86 -0.74 -1.16 -0.11
N -2.35 -1.07 0.05 0.11
C -2.59 -2.28 0.52 -0.06
C -3.29 -3.24 -0.20 0.02
C -3.75 -2.94 -1.46 0.06
C -3.55 -1.64 -1.97 -0.04
H -4.59 0.54 -4.40 0.15
H -4.15 2.95 -3.57 0.14
H -3.15 4.42 -1.82 0.13
H -1.87 3.37 0.04 0.13
H -2.22 -2.50 1.52 0.12
H -3.47 -4.21 0.24 0.13
H -4.28 -3.68 -2.04 0.13
C 0.32 4.15 1.89 0.04
C 0.35 2.72 2.29 -0.35
C 0.95 2.31 3.58 0.04
O -0.16 1.87 1.55 0.04
H 1.06 4.74 2.42 0.10
H -0.67 4.53 2.16 0.12
H 0.44 4.25 0.82 0.09
H 1.86 2.88 3.79 0.11
H 1.13 1.24 3.62 0.08
H 0.23 2.58 4.37 0.13
C 5.10 -0.23 1.51 -0.18
C 4.90 0.90 0.49 -0.17
C 3.42 1.18 0.19 -0.19
C 2.64 -0.14 0.17 -0.38
C 2.64 -0.74 1.59 -0.21
C 3.87 -0.33 2.41 -0.18
P 0.93 -0.11 -0.56 1.17
C 0.92 1.07 -2.01 -0.39
C 2.07 0.92 -3.04 -0.19
C 2.33 2.22 -3.81 -0.18
C 1.00 2.90 -4.12 -0.18
C 0.36 3.40 -2.82 -0.17
C 0.77 2.54 -1.61 -0.22
C 0.76 -1.79 -1.33 -0.40
C 0.55 -2.90 -0.29 -0.23
C 0.37 -4.24 -0.99 -0.17
C 1.68 -4.68 -1.65 -0.17
C 2.62 -3.49 -1.86 -0.19
C 1.87 -2.25 -2.33 -0.18
H 6.00 -0.07 2.10 0.12
H 5.24 -1.19 1.00 0.12
H 5.41 0.65 -0.44 0.12
H 5.37 1.82 0.86 0.12
H 3.37 1.70 -0.76 0.09
H 2.99 1.85 0.95 0.11
H 3.19 -0.82 -0.50 0.11
H 2.60 -1.83 1.53 0.10
H 1.74 -0.41 2.13 0.06
H 4.03 -1.05 3.22 0.12
H 3.71 0.64 2.89 0.11
H -0.02 0.79 -2.51 0.11
H 1.79 0.15 -3.76 0.11
H 2.99 0.59 -2.57 0.10
H 2.88 1.99 -4.72 0.12
H 2.96 2.89 -3.22 0.12
H 0.35 2.18 -4.62 0.12
H 1.13 3.73 -4.82 0.12
H -0.72 3.42 -2.92 0.09
H 0.67 4.43 -2.63 0.12
H 0.05 2.66 -0.80 0.05
H 1.71 2.92 -1.22 0.10
H -0.18 -1.70 -1.89 0.10
H -0.31 -2.66 0.33 0.06
H 1.41 -2.96 0.38 0.10
H -0.42 -4.12 -1.75 0.11
H 0.01 -4.99 -0.29 0.12
H 1.48 -5.17 -2.60 0.12
H 2.18 -5.42 -1.02 0.12
H 3.38 -3.74 -2.60 0.12
H 3.16 -3.27 -0.94 0.11
H 1.41 -2.45 -3.30 0.13
H 2.59 -1.46 -2.51 0.07


Record 2
117
Properties=species:S:1:pos:R:3:lowdin_spin:R:1 method="wB97M-V/def2-TZVPD" total_charge=+3 lumo_energy_ev="-8.8 / -11.0" total_energy_ev=-227555.2740 e_homo_ev="-15.6553 / -15.6553" largest_force_ev_per_a=0.800 gap_ev="6.81 / 4.63" spin_multiplicity=2
Ga -0.02 0.24 0.36 0.01
C -1.47 -3.63 -0.46 0.00
C -0.58 -2.60 -0.72 0.01
N -0.77 -1.61 0.15 0.02
N -1.79 -1.96 0.98 0.00
C -2.22 -3.18 0.61 0.00
B -2.53 -0.87 1.84 0.00
N -2.91 0.24 0.81 0.00
C -4.14 0.63 0.45 0.00
C -4.06 1.30 -0.75 0.00
C -2.71 1.28 -1.08 0.00
N -2.01 0.66 -0.12 0.00
N -1.49 -0.22 2.83 0.00
C -1.52 0.13 4.13 0.00
C -0.40 0.88 4.44 0.00
C 0.29 0.97 3.25 0.00
N -0.36 0.30 2.29 0.00
N -3.74 -1.48 2.47 0.00
C -4.22 -1.66 3.74 0.00
C -5.45 -2.25 3.66 0.00
C -5.67 -2.41 2.28 0.00
N -4.67 -1.95 1.57 0.00
H -1.59 -4.56 -0.99 0.00
H 0.15 -2.49 -1.50 0.01
H -3.05 -3.64 1.12 0.00
H -5.00 0.37 1.04 0.00
H -4.87 1.73 -1.32 0.00
H -2.23 1.69 -1.94 0.00
H -2.34 -0.15 4.76 0.00
H -0.15 1.31 5.39 0.00
H 1.21 1.48 3.02 0.00
H -3.67 -1.40 4.62 0.00
H -6.09 -2.54 4.47 0.00
H -6.53 -2.83 1.78 0.00
C 4.57 0.83 1.87 0.07
Si 4.39 -0.89 2.52 0.12
C 5.93 -1.88 2.40 0.01
C 3.28 -1.18 3.96 0.02
As 2.39 -1.23 0.36 0.52
Si 3.80 -1.02 -1.64 0.03
C 5.35 -2.02 -1.41 0.00
C 2.68 -1.74 -2.94 0.03
C 4.17 0.79 -1.83 0.00
Si 2.25 -3.72 1.03 0.06
C 2.06 -4.59 -0.60 0.04
C 0.89 -3.79 2.28 0.00
C 3.89 -4.26 1.73 0.00
H 4.65 1.51 2.72 0.01
H 3.73 1.13 1.26 0.02
H 5.48 0.92 1.27 0.00
H 6.64 -1.34 3.04 0.00
H 6.36 -1.90 1.40 0.00
H 5.85 -2.89 2.79 0.00
H 3.63 -0.54 4.77 0.00
H 3.34 -2.21 4.31 0.00
H 2.24 -0.93 3.77 0.00
H 5.19 -2.99 -0.95 0.00
H 6.10 -1.47 -0.83 0.00
H 5.79 -2.20 -2.39 0.00
H 2.68 -2.83 -2.91 0.00
H 3.06 -1.43 -3.92 0.00
H 1.65 -1.39 -2.87 0.00
H 4.89 1.13 -1.09 0.00
H 3.28 1.42 -1.77 0.00
H 4.62 0.95 -2.81 0.00
H 1.23 -4.30 -1.23 0.00
H 1.90 -5.64 -0.32 0.01
H 2.99 -4.55 -1.16 0.00
H 0.03 -3.17 2.04 0.00
H 1.27 -3.52 3.27 0.00
H 0.55 -4.83 2.35 0.00
H 4.74 -3.91 1.15 0.00
H 3.90 -5.35 1.66 0.00
H 4.02 -4.01 2.78 0.00
F 4.73 6.44 3.28 0.00
C 4.06 6.90 2.22 0.00
F 3.32 7.94 2.61 0.00
F 4.95 7.33 1.32 0.00
C 3.18 5.82 1.61 0.00
C 2.39 6.15 0.52 0.00
C 1.57 5.19 -0.06 0.00
C 1.58 3.88 0.43 0.00
C 2.33 3.59 1.55 0.00
C 3.14 4.55 2.14 0.00
P 0.43 2.68 -0.31 0.00
C 0.90 2.43 -2.06 0.00
C 0.41 1.30 -2.71 0.00
C 0.78 1.00 -4.01 0.00
C 1.68 1.84 -4.66 0.00
C 2.16 2.98 -4.04 0.00
C 1.77 3.28 -2.74 0.00
C 2.20 1.46 -6.03 0.00
F 1.35 0.65 -6.67 0.00
F 3.36 0.79 -5.89 0.00
F 2.43 2.53 -6.79 0.00
C -1.12 3.61 -0.24 0.00
C -1.82 3.63 0.97 0.00
C -2.99 4.35 1.07 0.00
C -3.46 5.07 -0.04 0.00
C -2.75 5.08 -1.23 0.00
C -1.58 4.34 -1.33 0.00
C -4.78 5.78 0.08 0.00
F -4.94 6.69 -0.88 0.00
F -5.79 4.89 -0.03 0.00
F -4.90 6.39 1.26 0.00
H 2.39 7.16 0.13 0.00
H 0.93 5.48 -0.88 0.00
H 2.27 2.61 2.00 0.00
H 3.73 4.31 3.02 0.00
H -0.30 0.62 -2.23 0.00
H 0.39 0.14 -4.52 0.00
H 2.85 3.63 -4.56 0.00
H 2.17 4.16 -2.27 0.00
H -1.46 3.08 1.83 0.00
H -3.55 4.38 1.99 0.00
H -3.11 5.65 -2.07 0.00
H -1.04 4.32 -2.27 0.00